(1)
{
  "formula": "H4O5PS",
  "method": "wB97M-V/def2-TZVPD",
  "elements": ["O", "O", "O", "O", "O", "P", "S", "H", "H", "H", "H"],
  "coordinates": [[-0.7897, 0.4387, -1.1646], [0.4621, 1.5556, 0.7214], [2.3081, 0.0613, -0.4331], [1.6648, -2.1811, 0.8891], [1.0080, -1.7881, -1.5429], [1.3913, -1.0700, -0.1178], [-0.4495, 0.2459, 0.2681], [1.2834, 1.5462, 0.2436], [-4.1421, 1.3159, 1.8429], [0.7768, -1.1668, -2.2160], [-3.5132, 1.0422, 1.5094]],
  "forces_ev_per_a": [[-0.7008, 0.1119, -0.2306], [-2.0924, -0.2051, 1.0330], [0.3615, 0.2291, 0.2020], [-0.7408, 2.0101, -1.5071], [-0.0819, -0.7764, 1.4737], [0.7018, -1.8582, 0.7323], [1.4850, 0.1509, -0.3810], [1.3258, -0.6242, -0.8281], [0.5604, -0.2499, -0.3026], [-0.2690, 0.9633, -0.4898], [-0.5497, 0.2486, 0.2982]],
  "nbo_charge": [-1.01, -0.91, -1.18, -1.13, -1.01, 2.13, 1.09, 0.51, -0.03, 0.50, 0.03],
  "total_charge": -1,
  "homo_ev": -4.7
}

=====

(2)
{
  "formula": "H4OP2S",
  "method": "wB97M-V/def2-TZVPD",
  "elements": ["O", "P", "P", "S", "H", "H", "H", "H"],
  "coordinates": [[-1.4156, -0.4253, -0.0256], [1.2573, -0.4676, 0.9926], [-0.1395, 0.1999, -0.7018], [0.1001, -0.5943, -2.3770], [-1.6459, -1.0783, -0.6508], [0.2666, -0.1271, 1.7783], [1.8232, 0.7040, 1.4207], [-0.2462, 1.7887, -0.4363]],
  "forces_ev_per_a": [[-0.9372, 1.1527, 1.7379], [1.1050, -1.1048, -2.1770], [2.0459, 3.0909, 2.6301], [0.5234, -0.1624, -1.8273], [-1.1466, -1.6348, -1.1418], [-2.3345, 0.2204, 1.8690], [0.8378, 1.0965, -0.3059], [-0.0937, -2.6585, -0.7850]],
  "nbo_charge": [-0.99, 0.03, 1.05, -0.54, 0.51, -0.02, -0.01, -0.02],
  "smiles": "O[P@@H](P)=S",
  "homo_ev": -9.2
}

=====

(3)
{
  "formula": "H4OP2S",
  "method": "wB97M-V/def2-TZVPD",
  "elements": ["O", "P", "P", "S", "H", "H", "H", "H"],
  "coordinates": [[0.1377, -0.5783, -0.6830], [2.2750, 1.0553, 1.5537], [-0.8806, -1.5758, -1.0368], [-0.5993, -2.3269, -2.8343], [2.6711, 0.2267, 0.3392], [0.9263, 1.0553, 1.4362], [-0.9952, -2.4168, 0.0708], [-2.1182, -1.1525, -1.0941]],
  "forces_ev_per_a": [[0.9007, 0.7437, -0.1873], [2.3897, -0.6314, -0.7324], [1.4505, 0.2338, 2.2119], [0.3088, -0.9591, -1.4373], [-0.9378, 0.9573, 1.3502], [-1.4109, -0.2970, -0.5868], [-0.0096, -0.8862, -0.2455], [-2.6914, 0.8390, -0.3727]],
  "nbo_charge": [-1.05, 0.08, 1.33, -0.08, -0.02, -0.06, -0.09, -0.11],
  "homo_ev": [-9.6, -8.5]
}

=====

(4)
{
  "formula": "H4OS",
  "method": "wB97M-V/def2-TZVPD",
  "elements": ["S", "H", "H", "H", "H", "O"],
  "coordinates": [[-0.7147, 0.0945, -1.0690], [-0.4029, -1.2171, -0.7822], [-0.2052, 0.7236, 0.1112], [1.7950, -0.6252, 1.4286], [1.5546, 0.3820, 2.5389], [1.0866, -0.0970, 1.7259]],
  "forces_ev_per_a": [[0.5630, 0.2224, 1.1710], [-0.0666, 1.0811, 0.2006], [-0.5692, -1.3273, -1.4986], [1.2495, -1.1809, -0.8890], [-1.7613, -1.4008, -2.5407], [0.5846, 2.6055, 3.5567]],
  "nbo_charge": [-0.35, 0.15, 0.20, 0.47, 0.47, -0.94],
  "smiles": "O.S",
  "homo_ev": -9.3
}

=====

One value per record, in order, for energy above the lowest of the compared OMol25 structures with the same formula, charge and spin: 0.0 15.8 83.6 9.5 kcal per mole.
One value per record, in order, for electronic energy: -1118.274119 -1158.508709 -1158.400781 -475.795879 Ha.